Model one:
A molecular structure, C4H6N3, computed with wB97M-V/def2-TZVPD.

Properties
HOMO-LUMO gap   11.003 eV
HOMO energy   -0.5243 Ha
Molar mass   96.1 g mol⁻¹

ORCA input file:
```
! RIJCOSX wB97M-V def2-TZVPD def2/J DEFGRID3
* xyz 1 1
C 2.25158 0.36705 -0.68068
C 3.05462 -0.53367 -0.07350
C 1.63748 -0.58325 0.07301
C -0.85866 -0.36970 0.05166
N 0.68074 -1.20704 0.61708
N -1.13718 0.88695 0.39477
N -1.72296 -1.12715 -0.61541
H 2.36081 1.29266 -1.30807
H 4.04345 -0.97911 0.27165
H -0.71068 1.16190 1.24191
H -1.97746 1.50802 0.25691
H -1.38792 -2.07768 -0.88419
H -2.54833 -0.77592 -0.96972
*
```


Model two:
2 unconnected molecules or ions with the total composition C4H6N3, computed with wB97M-V/def2-TZVPD.

Properties
HOMO-LUMO gap (alpha / beta)   8.368 / 6.047 eV
HOMO energy (alpha / beta)   -0.5529 / -0.4996 Ha
Molar mass   96.1 g mol⁻¹

ORCA input file:
```
! RIJCOSX wB97M-V def2-TZVPD def2/J DEFGRID3
* xyz 1 1
C 2.77157 -0.39475 -0.00439
C -0.93820 1.26847 0.16185
C -0.79351 -1.03014 0.19978
C 0.10787 -0.45257 -0.86863
N 3.83783 -0.28571 0.35628
N -1.40949 0.14714 0.75096
N -0.06885 0.87782 -0.76334
H -1.07988 2.34117 0.10706
H -1.67620 -1.63493 -0.22987
H -0.39444 -1.79437 0.89735
H 1.19680 -0.82433 -0.85981
H -1.79281 0.10544 1.66689
H 0.23930 1.67676 -1.41413
*
```


Which structure wins on stability? model one wins.